{
  "formula": "C6H12O4Sn",
  "method": "the ωB97M-V functional and the def2-TZVPD basis",
  "elements": ["H", "O", "H", "H", "H", "C", "H", "C", "H", "O", "H", "Sn", "H", "C", "O", "C", "H", "H", "H", "C", "O", "H", "C"],
  "coordinates": [[-0.81624, 0.83143, -1.99391], [0.16518, -0.61579, -0.97585], [-2.65273, -1.20556, 3.13184], [-6.05405, -3.17719, -0.61256], [-0.86697, -3.72518, 1.98885], [-0.83602, -0.01044, -1.27102], [-4.64994, -1.18427, -0.40980], [-1.93387, -3.61327, 1.74708], [-2.21404, -1.51847, 1.03669], [-3.49869, -2.84624, 0.11341], [-1.43320, -2.64746, -0.10103], [-3.87297, -4.34065, 1.52408], [-4.43279, -1.46532, 1.34679], [-2.33174, -2.10468, 3.68111], [-5.71042, -3.89131, 1.30340], [-2.18932, -2.56781, 0.69206], [-1.79092, -0.17158, -0.72578], [-1.25005, -2.14005, 3.88633], [-6.68844, -2.16208, 0.69870], [-5.84627, -2.82566, 0.42022], [-2.70454, -3.29404, 2.95354], [-2.86914, -2.12258, 4.63713], [-4.58549, -1.95873, 0.37142]],
  "forces_ev_per_a": [[-0.1, -0.3, -0.1], [-0.7, 0.1, -0.3], [0.4, -0.2, 0.2], [0.0, 0.1, 0.3], [-0.5, -0.3, -0.2], [0.6, 0.4, 0.7], [0.1, -0.3, 0.2], [3.1, 2.8, -0.3], [-0.1, -0.1, -0.2], [0.0, 0.7, -1.0], [-0.3, 0.0, 0.2], [-0.7, -8.8, 1.5], [0.0, -0.1, -0.2], [-0.4, -0.3, 0.1], [-2.7, 2.4, -0.8], [1.6, 0.9, 0.4], [0.1, -0.1, -0.3], [-0.4, 0.2, -0.3], [0.2, -0.1, -0.1], [-1.0, 0.8, -0.6], [1.0, 1.4, 1.1], [0.1, -0.1, -0.3], [-0.6, 0.9, -0.1]],
  "mulliken_charge": [0.2748, -0.3802, 0.2514, 0.2599, 0.4970, 0.0554, 0.3469, -0.9162, 0.1811, -0.4225, 0.2359, 0.5262, 0.2410, -0.6641, -0.5631, -0.0541, 0.0559, 0.2942, 0.3603, -0.3809, -0.1328, 0.2526, -0.3189],
  "e_homo_ha": -0.2257,
  "spin_multiplicity": 1,
  "e_lumo_ev": 0.290,
  "molar_mass_g_mol": 266.869,
  "homo_lumo_gap_ev": 6.433
}

=====

{
  "formula": "C33H36F4KN13OS5",
  "method": "the ωB97M-V functional and the def2-TZVPD basis",
  "elements": ["H", "C", "N", "H", "C", "C", "H", "H", "H", "C", "H", "K", "H", "C", "C", "H", "H", "C", "N", "C", "H", "C", "H", "H", "C", "H", "C", "H", "N", "H", "C", "N", "N", "C", "C", "H", "C", "N", "H", "N", "H", "C", "N", "F", "C", "S", "H", "C", "H", "H", "H", "N", "N", "H", "F", "H", "N", "H", "S", "C", "S", "C", "S", "H", "F", "C", "C", "C", "F", "H", "C", "H", "C", "C", "H", "H", "C", "S", "H", "N", "N", "H", "O", "H", "H", "H", "C", "C", "C", "H", "C", "C", "C"],
  "coordinates": [[2.99219, -1.02009, 2.87835], [-4.09241, -2.41523, -1.47778], [-5.29957, -2.58996, 2.18431], [-0.97814, -3.49299, 4.19660], [-0.87029, 2.37600, 0.77376], [2.80906, 3.59680, -5.22851], [-1.43457, -2.28353, 2.98072], [2.70980, 4.84997, -3.47533], [0.42096, 4.00299, -6.17423], [0.63042, 2.05961, -7.09116], [3.66090, 3.02784, -4.86215], [-0.17258, -1.23143, 0.22312], [-5.31558, -1.87831, 6.92728], [-1.18703, -0.48594, -3.53459], [2.55000, -1.76194, -1.30949], [2.01236, -4.52440, 2.24482], [0.71875, -0.44713, -4.53267], [-5.04913, -2.18161, 3.42616], [-4.11562, -1.36787, 3.82982], [-0.63802, 2.02865, -2.68841], [1.37730, -2.25585, 4.20619], [4.75317, -3.33097, -1.09939], [1.91179, 5.54309, -4.89743], [-0.45047, 3.04218, -2.34122], [-0.95355, -3.25299, 3.11923], [4.69501, -3.53865, -3.25180], [1.16566, -2.10906, 3.12838], [-3.23330, 0.26938, 0.84243], [-1.86696, 3.23036, 0.87113], [4.06874, 3.50452, -0.40321], [3.13102, -2.28482, -2.42716], [-1.89112, -0.23419, 5.32745], [-2.93178, 2.40378, 0.92881], [-4.16261, -1.17994, 5.19301], [-2.55026, 1.11900, 0.86163], [2.89983, 3.70143, -6.31165], [4.24615, -3.11278, -2.36773], [1.60591, 2.82929, -4.94120], [-1.54505, -3.99468, 2.58051], [2.22931, -1.59234, 1.01244], [0.60645, 1.01067, -6.79313], [2.97669, -2.04643, 0.03565], [-1.24350, 1.07118, 0.77696], [2.61323, -1.99017, -3.64122], [0.90966, 3.99645, 0.06567], [-6.08380, -2.77682, 4.76505], [3.68138, 5.53183, -4.79494], [-3.37571, 0.38852, 6.98544], [0.64109, 1.47524, 6.32754], [-0.43231, 2.70919, -5.34161], [-3.01232, -0.17106, -2.41968], [0.40340, -3.22858, 2.58773], [2.16707, 4.28475, -0.25388], [3.39896, 1.25559, 0.52288], [5.87147, -4.08469, -0.97529], [-6.09177, -3.18821, 2.03691], [0.19744, 0.73802, 5.81161], [0.51037, 0.62266, 4.86434], [-4.67703, -1.10029, -0.47925], [-3.16511, -0.32440, 5.85117], [-2.63974, -3.23002, -1.08192], [0.48784, 2.95597, -5.86450], [-1.93280, 1.22110, 7.44978], [0.44076, -5.30254, 2.44683], [4.84637, -3.04937, 1.21720], [3.04657, 3.29502, -0.11074], [0.53239, 2.74675, 0.55234], [-5.13665, -1.84072, 5.86407], [1.46633, -0.94622, -1.44257], [0.16735, 4.77658, -0.06733], [4.18827, -2.81472, 0.04185], [-3.86497, 2.77048, 0.95848], [1.58204, 2.08876, -3.79124], [-1.13203, 0.51726, 6.04337], [-1.45440, -1.49100, -3.83445], [3.13694, -2.74340, 2.56125], [2.77614, 4.96716, -4.55766], [-4.97771, -2.82392, -2.87119], [1.30676, -4.66411, 3.87056], [1.43320, 1.79062, 0.75429], [-1.79648, 1.48871, -2.32278], [1.57347, 2.24992, -7.60792], [2.54723, 2.04338, -3.04288], [0.53548, -1.22036, 3.02467], [-4.27893, 0.48775, 7.56550], [-4.90697, -2.11599, 1.31584], [0.01059, 0.09392, -3.91668], [-2.05774, 0.24419, -2.73432], [2.49072, -1.87702, 2.39986], [-0.18893, 2.23908, -7.79075], [1.07555, -4.49050, 2.80213], [2.68020, 2.05898, 0.39791], [0.29727, 1.38262, -3.48191]],
  "forces_ev_per_a": [[0.0, 0.0, 0.1], [-0.1, 0.0, -0.3], [0.2, 0.1, -0.3], [0.0, 0.0, 0.0], [-0.1, -0.1, 0.0], [-0.1, 0.0, 0.1], [0.0, 0.0, 0.1], [0.0, 0.0, 0.0], [0.0, 0.0, 0.0], [0.0, 0.0, 0.1], [0.0, 0.0, 0.0], [-1.3, -0.7, 0.3], [0.1, 0.0, -0.1], [0.1, 0.0, -0.1], [0.2, 0.0, 0.0], [0.0, 0.0, 0.0], [0.0, 0.0, 0.1], [-0.3, -0.2, 0.4], [0.1, 0.1, -0.1], [-0.1, 0.0, 0.0], [-0.1, 0.0, 0.0], [-0.1, 0.1, -0.1], [0.0, 0.0, 0.0], [0.0, 0.0, 0.0], [0.1, 0.0, -0.1], [0.0, 0.0, 0.0], [0.1, -0.1, -0.1], [0.0, 0.1, -0.1], [0.0, 0.1, -0.1], [0.0, -0.1, 0.0], [0.1, 0.0, 0.0], [0.2, -0.1, -0.2], [0.0, -0.1, 0.0], [-0.1, -0.1, -0.2], [-0.3, 0.2, 0.2], [0.0, 0.0, 0.0], [0.1, 0.0, 0.0], [0.0, 0.0, 0.0], [0.0, 0.0, 0.0], [0.5, 0.1, 0.1], [0.0, 0.0, 0.0], [0.0, -0.1, 0.0], [0.0, 0.3, 0.2], [-0.1, 0.0, 0.0], [-0.1, 0.2, 0.0], [0.2, 0.1, -0.3], [0.0, 0.0, 0.0], [0.0, 0.1, 0.1], [0.0, 0.1, -0.1], [0.0, 0.1, 0.0], [0.1, -0.1, 0.0], [-0.1, 0.2, 0.1], [0.0, -0.1, 0.0], [0.0, 0.0, 0.0], [0.1, -0.1, 0.1], [0.0, 0.0, -0.1], [0.1, 0.0, 0.2], [0.0, -0.1, -0.2], [-0.1, 0.0, 0.0], [0.1, 0.1, 0.0], [0.2, 0.1, 0.2], [0.1, -0.1, -0.1], [0.2, -0.2, -0.2], [0.0, 0.0, 0.0], [0.0, 0.0, 0.1], [0.0, 0.2, 0.0], [0.1, 0.1, 0.0], [-0.1, -0.1, 0.2], [0.7, 0.0, -0.7], [0.0, -0.1, 0.0], [0.0, 0.0, 0.0], [0.0, 0.0, 0.0], [0.0, 0.0, 0.0], [-0.4, 0.1, 0.4], [0.0, 0.0, 0.1], [0.0, 0.0, 0.1], [0.0, -0.1, 0.0], [0.1, 0.0, 0.0], [-0.1, 0.0, 0.0], [0.0, -0.1, -0.1], [0.0, 0.0, 0.0], [0.0, 0.0, 0.0], [-0.1, 0.0, -0.1], [0.0, 0.1, 0.1], [0.0, 0.0, -0.1], [-0.1, -0.1, 0.5], [0.0, 0.0, -0.1], [-0.3, 0.1, 0.0], [0.0, -0.1, -0.2], [0.0, 0.0, 0.0], [0.0, 0.0, -0.1], [0.1, -0.1, 0.1], [0.0, 0.0, 0.1]],
  "mulliken_charge": [0.2325, -0.0534, -0.1563, 0.3216, 0.0615, -0.7339, 0.2349, 0.1808, 0.4012, -1.0892, 0.3860, 1.1559, 0.4071, -0.8325, -0.2775, 0.2208, 0.7570, 0.6092, -0.2369, -0.3347, 0.4056, 0.3155, 0.2688, 0.5432, -1.0841, 0.4807, -0.2301, 0.2192, -0.9444, 0.3798, 0.2078, -0.1270, 0.3042, 0.1486, -0.6647, 0.3586, -0.9369, 0.3978, 0.3837, -0.0411, 0.2359, 0.2099, 0.6413, -0.2770, -0.3036, -0.3278, 0.4015, -0.4924, 0.2252, 0.3351, 0.2681, 0.6669, -0.6467, 0.3411, -0.3624, 0.1808, -0.3877, 0.2020, -0.5316, -0.0645, -0.3497, -0.6173, -0.3041, 0.3495, -0.3839, -0.4345, 0.3294, -0.6176, 0.1317, 0.4749, 0.2255, 0.2074, -0.4217, 0.5009, 0.5071, 0.4297, -0.9916, -0.4647, 0.3508, -0.1599, -0.4540, 0.3196, -0.6578, 0.0054, 0.4442, -0.1939, 0.4978, -0.7431, -1.5532, 0.3852, -1.1854, -0.0873, 0.5072],
  "e_homo_ha": -0.0240,
  "spin_multiplicity": 1,
  "e_lumo_ev": 3.277,
  "total_charge": -2,
  "molar_mass_g_mol": 906.166,
  "homo_lumo_gap_ev": 3.931,
  "e_above_lowest_kcal_mol": 22.69
}